1.
C37H35BiN3O3S2 as an isolated structure, computed with the ωB97M-V functional and the def2-TZVPD basis.

* DFT total energy: -77053.9041 eV
* LUMO: -3.4 eV
* gap between HOMO and LUMO: 7.268 eV

ORCA input file:
```
! wB97M-V def2-TZVPD RIJCOSX def2/J DEFGRID3
* xyz 1 1
Bi 0.544 0.142 -0.753
C -2.461 3.511 -0.677
C -1.556 2.850 0.332
C -0.280 3.347 0.608
C 0.498 2.803 1.624
C 0.024 1.723 2.360
C -1.218 1.173 2.053
C -2.001 1.738 1.053
H -3.284 4.016 -0.167
H -2.899 2.785 -1.361
H -1.926 4.258 -1.263
H 0.101 4.183 0.032
H 1.474 3.223 1.839
H 0.616 1.312 3.165
H -1.589 0.323 2.613
H -2.984 1.329 0.844
C 2.470 -0.896 2.392
C 2.285 -1.783 1.201
N 1.182 -2.425 1.084
N 1.132 -3.409 0.156
C 0.247 -3.349 -0.747
S -0.857 -1.980 -0.980
S -0.030 -4.757 -1.796
C -1.380 -5.569 -0.840
C -0.963 -6.002 0.533
C -1.319 -5.241 1.639
C -0.912 -5.616 2.913
C -0.146 -6.759 3.087
C 0.210 -7.528 1.984
C -0.196 -7.150 0.714
C 3.430 -1.926 0.265
C 4.462 -2.816 0.558
C 5.575 -2.898 -0.258
C 5.662 -2.063 -1.368
C 4.639 -1.181 -1.671
C 3.501 -1.119 -0.869
O 2.537 -0.221 -1.218
H 1.592 -0.922 3.033
H 3.343 -1.241 2.951
H 2.687 0.131 2.086
H -2.219 -4.876 -0.802
H -1.657 -6.412 -1.473
H -1.915 -4.343 1.502
H -1.196 -5.015 3.769
H 0.169 -7.056 4.079
H 0.804 -8.424 2.115
H 0.090 -7.746 -0.146
H 4.387 -3.440 1.443
H 6.374 -3.590 -0.023
H 6.541 -2.097 -2.002
H 4.695 -0.521 -2.526
C -0.448 1.109 -7.264
O -0.429 0.071 -6.285
C 0.754 -0.522 -6.012
C 1.971 -0.169 -6.583
C 3.118 -0.891 -6.283
C 3.072 -1.965 -5.406
C 1.872 -2.289 -4.805
C 0.727 -1.571 -5.099
N -0.516 -2.026 -4.557
C -1.556 -1.368 -4.171
C -1.718 0.054 -4.049
C -2.928 0.600 -4.508
C -3.141 1.957 -4.488
C -2.148 2.786 -3.957
C -0.984 2.260 -3.434
C -0.738 0.880 -3.459
O 0.341 0.353 -2.901
H -1.487 1.405 -7.364
H -0.073 0.747 -8.221
H 0.142 1.966 -6.933
H 2.023 0.655 -7.279
H 4.053 -0.614 -6.755
H 3.959 -2.540 -5.183
H 1.816 -3.119 -4.114
H -0.577 -3.033 -4.440
H -2.418 -1.996 -3.963
H -3.684 -0.062 -4.918
H -4.061 2.374 -4.873
H -2.304 3.858 -3.933
H -0.227 2.899 -2.994
*
```

2.
C37H35MgN6O2P2Se3 as an isolated structure in a non-equilibrium geometry, computed with the ωB97M-V functional and the def2-TZVPD basis.

* DFT total energy: -272042.7104 eV
* relative energy (zero: lowest compared OMol25 entry of this formula, charge and spin): 0.0364 eV
* LUMO: 2.1 eV
* gap between HOMO and LUMO: 7.152 eV

ORCA input file:
```
! wB97M-V def2-TZVPD RIJCOSX def2/J DEFGRID3
* xyz -1 1
Mg 3.031 0.162 -0.238
Se -4.012 -1.164 1.056
P -3.174 0.464 0.001
C -3.636 0.501 -1.755
C -2.737 0.907 -2.735
C -3.138 0.958 -4.063
C -4.435 0.612 -4.412
C -5.334 0.205 -3.433
C -4.935 0.146 -2.108
C -3.733 2.069 0.643
C -4.021 2.184 1.998
C -4.367 3.417 2.531
C -4.436 4.534 1.710
C -4.161 4.417 0.354
C -3.806 3.188 -0.179
C -1.387 0.638 0.021
C -0.287 -0.188 -0.228
N 0.807 0.587 -0.095
N 0.408 1.808 0.231
N -0.899 1.867 0.293
P -0.060 -1.917 -0.636
Se 2.008 -2.323 -0.928
C -0.736 -2.867 0.740
C -1.174 -4.172 0.535
C -1.618 -4.926 1.609
C -1.609 -4.386 2.888
C -1.155 -3.092 3.094
C -0.722 -2.329 2.022
C -1.075 -2.263 -2.100
C -2.409 -2.646 -2.006
C -3.158 -2.834 -3.160
C -2.580 -2.641 -4.404
C -1.245 -2.266 -4.501
C -0.491 -2.081 -3.353
H -1.724 1.177 -2.464
H -2.431 1.265 -4.823
H -4.745 0.654 -5.448
H -6.345 -0.069 -3.705
H -5.620 -0.192 -1.339
H -3.977 1.303 2.626
H -4.580 3.505 3.588
H -4.704 5.496 2.126
H -4.211 5.286 -0.289
H -3.574 3.105 -1.233
H -1.171 -4.595 -0.462
H -1.969 -5.937 1.447
H -1.959 -4.977 3.726
H -1.152 -2.666 4.089
H -0.389 -1.311 2.180
H -2.872 -2.783 -1.037
H -4.199 -3.119 -3.077
H -3.169 -2.781 -5.302
H -0.789 -2.120 -5.471
H 0.554 -1.804 -3.418
Se 3.776 4.745 -0.099
C 3.505 3.096 -0.735
N 3.321 2.001 -1.131
C 6.571 0.487 0.090
C 5.915 -0.698 -0.632
C 6.705 -1.976 -0.323
C 5.944 -0.444 -2.146
O 4.609 -0.865 -0.199
H 7.612 0.631 -0.215
H 6.543 0.317 1.169
H 6.019 1.406 -0.122
H 7.748 -1.903 -0.645
H 6.236 -2.824 -0.828
H 6.682 -2.166 0.752
H 6.964 -0.341 -2.528
H 5.396 0.473 -2.375
H 5.458 -1.276 -2.663
N 0.436 3.624 3.083
C 1.110 3.005 4.075
O 1.005 3.310 5.253
C 1.969 1.853 3.643
C 2.287 0.850 4.549
C 3.009 -0.248 4.113
C 3.360 -0.326 2.773
N 3.064 0.642 1.905
C 2.421 1.725 2.340
H -0.174 4.382 3.335
H 0.418 3.286 2.132
H 1.956 0.951 5.575
H 3.278 -1.048 4.788
H 3.890 -1.174 2.354
H 2.266 2.505 1.608
*
```

3.
A 2-piece molecular cluster, C37H35N3O2S overall in a non-equilibrium geometry, computed with the ωB97M-V functional and the def2-TZVPD basis.

* DFT total energy: -58334.9104 eV
* LUMO: -1.7 eV
* gap between HOMO and LUMO: 4.111 eV

ORCA input file:
```
! wB97M-V def2-TZVPD RIJCOSX def2/J DEFGRID3
* xyz 0 1
C 3.974 -1.960 -2.647
C 5.111 -0.940 -2.768
N 4.671 0.385 -2.450
C 5.581 1.488 -2.193
C 4.664 2.611 -1.656
C 3.313 1.984 -1.593
C 2.118 2.365 -1.039
C 0.959 1.509 -1.155
C -0.248 1.938 -0.559
C -1.540 1.486 -0.984
C -2.524 2.428 -1.461
C -3.746 1.975 -1.904
C -4.014 0.595 -1.824
N -5.283 0.329 -2.197
C -5.878 -0.961 -2.044
C -4.813 -2.065 -2.074
C -3.573 -1.770 -1.219
C -3.114 -0.358 -1.338
C -1.866 0.105 -0.958
C -6.049 1.542 -2.442
C -4.964 2.648 -2.444
C 1.082 0.289 -1.904
C 2.304 -0.152 -2.377
C 3.392 0.707 -2.179
C 2.603 -1.423 -3.085
H 4.238 -2.852 -3.225
H 3.900 -2.267 -1.594
H 5.932 -1.227 -2.086
H 5.541 -0.967 -3.785
H 6.358 1.211 -1.461
H 6.094 1.803 -3.116
H 4.972 2.962 -0.670
H 4.689 3.465 -2.345
H 2.038 3.323 -0.519
H -0.183 2.846 0.037
H -2.259 3.490 -1.501
H -6.436 -1.026 -1.092
H -6.607 -1.117 -2.853
H -5.265 -3.004 -1.740
H -4.496 -2.199 -3.114
H -3.805 -1.987 -0.164
H -2.755 -2.444 -1.505
H -1.146 -0.621 -0.590
H -6.611 1.472 -3.390
H -6.778 1.717 -1.625
H -5.269 3.506 -1.838
H -4.801 2.987 -3.475
H 0.201 -0.311 -2.110
H 2.635 -1.258 -4.170
H 1.821 -2.158 -2.872
C -3.546 0.683 4.962
C -3.541 -0.296 3.966
C -2.434 -0.441 3.119
C -1.275 0.351 3.308
C -0.046 0.047 2.619
C 0.059 -1.017 1.725
N 0.246 -1.884 0.946
S 1.438 0.278 3.653
C 2.554 -1.098 3.299
C 2.838 -2.036 4.297
C 3.764 -3.054 4.055
C 4.396 -3.144 2.809
C 4.092 -2.219 1.798
C 3.152 -1.208 2.041
O 2.065 1.532 3.307
O 1.003 0.007 5.001
C -1.324 1.382 4.288
C -2.428 1.514 5.118
H -4.412 0.814 5.608
H -4.405 -0.961 3.872
H -2.410 -1.231 2.362
H 2.340 -1.978 5.263
H 3.999 -3.766 4.851
H 5.125 -3.935 2.621
H 4.592 -2.269 0.824
H 2.882 -0.507 1.250
H -0.490 2.077 4.421
H -2.402 2.262 5.914
*
```